(1)
Formula: C3H10N2O2
Source: OMol25
Level of theory: the ωB97M-V functional and the def2-TZVPD basis

Cartesian coordinates (Å):
C (-2.30, -0.57, -2.00)
C (-1.17, -0.56, -0.99)
N (0.03, -0.15, -1.46)
O (-1.34, -0.92, 0.16)
H (-2.00, -1.11, -2.90)
H (-2.55, 0.45, -2.27)
H (-3.17, -1.04, -1.54)
H (0.78, -0.05, -0.79)
H (0.07, 0.39, -2.31)
N (2.26, 1.28, 2.07)
C (1.04, 0.58, 1.72)
O (1.36, -0.68, 1.12)
H (2.57, 1.01, 2.99)
H (2.99, 0.99, 1.43)
H (0.44, 0.41, 2.62)
H (0.46, 1.19, 1.03)
H (0.54, -1.19, 1.12)

Properties
HOMO level ... -0.35775 hartree
ΔE to the lowest compared entry with this formula, charge and spin ... 56.82 kJ/mol
Orbital gap ... 10.58 eV
Structure (SMILES) ... CC(N)=O.NCO
LUMO ... 0.8497 eV

(2)
Formula: C38H81N9O11
Source: OMol25
Level of theory: the ωB97M-V functional and the def2-TZVPD basis

Cartesian coordinates (Å):
C (-6.58, -2.78, -2.14)
C (-5.89, -4.29, -2.08)
O (-6.73, -5.34, -2.06)
O (-4.43, -4.51, -2.06)
C (-3.89, -4.29, -0.68)
C (-2.26, -4.27, -0.84)
C (-1.45, -3.39, 0.28)
C (-2.28, -3.04, 1.65)
C (-3.17, -1.68, 1.62)
C (-2.58, -0.44, 0.74)
C (-3.16, -0.44, -0.82)
C (-2.09, 0.23, -1.89)
C (-1.83, -0.66, -3.24)
C (-3.06, -1.54, -3.89)
N (-3.42, -0.85, -5.19)
C (-2.11, -0.50, -5.86)
O (-1.69, -0.63, -7.12)
C (-1.26, 0.14, -4.58)
H (-7.77, -2.89, -2.19)
H (-6.33, -2.14, -1.18)
H (-6.24, -2.20, -3.09)
H (-4.37, -3.29, -0.31)
H (-4.30, -5.20, -0.05)
H (-1.91, -5.41, -0.78)
H (-1.96, -3.91, -1.92)
H (-0.98, -2.48, -0.28)
H (-0.52, -4.07, 0.62)
H (-2.93, -3.97, 2.00)
H (-1.46, -2.91, 2.51)
H (-3.22, -1.29, 2.75)
H (-4.32, -1.85, 1.32)
H (-1.39, -0.43, 0.77)
H (-2.94, 0.56, 1.23)
H (-4.19, 0.14, -0.77)
H (-3.30, -1.56, -1.11)
H (-1.03, 0.35, -1.36)
H (-2.41, 1.34, -2.20)
H (-0.89, -1.33, -2.94)
H (-2.58, -2.57, -4.16)
H (-3.95, -1.84, -3.19)
H (-4.05, -1.52, -5.71)
H (-0.17, -0.25, -4.76)
H (-1.25, 1.31, -4.48)
C (-0.45, -1.62, 7.25)
N (-0.67, -0.96, 5.99)
C (-1.82, -0.90, 5.26)
C (-3.04, -1.58, 5.80)
O (-1.83, -0.29, 4.19)
H (-0.11, -0.87, 7.97)
H (0.34, -2.36, 7.12)
H (-1.35, -2.11, 7.63)
H (0.11, -0.48, 5.55)
H (-3.88, -1.44, 5.11)
H (-2.86, -2.65, 5.91)
H (-3.32, -1.15, 6.77)
C (1.71, -2.63, 12.84)
N (1.49, -1.97, 11.58)
C (0.34, -1.91, 10.85)
C (-0.89, -2.59, 11.39)
O (0.32, -1.30, 9.78)
H (2.04, -1.88, 13.56)
H (2.50, -3.37, 12.71)
H (0.81, -3.12, 13.22)
H (2.27, -1.49, 11.14)
H (-1.72, -2.45, 10.70)
H (-0.70, -3.67, 11.50)
H (-1.16, -2.16, 12.36)
C (-0.40, 0.24, -9.41)
N (0.19, 1.07, -10.43)
C (0.79, 0.68, -11.59)
C (0.88, -0.79, -11.89)
O (1.24, 1.53, -12.36)
H (-1.45, 0.52, -9.31)
H (0.12, 0.45, -8.47)
H (-0.33, -0.82, -9.64)
H (0.17, 2.07, -10.31)
H (1.39, -0.94, -12.84)
H (1.46, -1.30, -11.11)
H (-0.12, -1.22, -11.96)
C (6.63, 1.94, 10.47)
N (5.70, 0.87, 10.18)
C (4.44, 0.69, 10.66)
C (3.90, 1.71, 11.63)
O (3.78, -0.29, 10.31)
H (6.88, 2.44, 9.54)
H (7.53, 1.50, 10.90)
H (6.22, 2.66, 11.18)
H (5.99, 0.14, 9.54)
H (2.88, 1.43, 11.92)
H (4.52, 1.74, 12.53)
H (3.86, 2.69, 11.15)
C (4.01, 1.30, -13.42)
N (5.23, 1.09, -14.16)
C (5.48, 0.16, -15.13)
C (4.37, -0.78, -15.51)
O (6.58, 0.12, -15.67)
H (3.68, 2.33, -13.60)
H (4.24, 1.18, -12.36)
H (3.22, 0.61, -13.71)
H (6.02, 1.68, -13.97)
H (4.72, -1.46, -16.29)
H (4.07, -1.38, -14.64)
H (3.51, -0.22, -15.89)
C (0.08, 4.71, 1.43)
N (-0.85, 3.64, 1.13)
C (-2.11, 3.46, 1.62)
C (-2.65, 4.48, 2.58)
O (-2.77, 2.49, 1.26)
H (0.33, 5.21, 0.49)
H (0.98, 4.27, 1.85)
H (-0.34, 5.44, 2.13)
H (-0.56, 2.92, 0.49)
H (-3.67, 4.20, 2.88)
H (-2.03, 4.52, 3.48)
H (-2.69, 5.47, 2.11)
C (8.68, 7.04, 9.58)
N (8.79, 5.71, 10.12)
C (8.14, 5.18, 11.21)
C (7.19, 6.06, 11.97)
O (8.35, 4.01, 11.53)
H (8.34, 6.96, 8.55)
H (9.67, 7.49, 9.60)
H (7.98, 7.66, 10.15)
H (9.41, 5.05, 9.67)
H (6.76, 5.50, 12.80)
H (7.73, 6.93, 12.37)
H (6.38, 6.39, 11.31)
C (-5.18, -2.10, -9.06)
N (-4.31, -1.13, -9.67)
C (-4.23, -0.76, -10.98)
C (-5.16, -1.42, -11.96)
O (-3.42, 0.10, -11.33)
H (-5.77, -1.60, -8.30)
H (-4.56, -2.86, -8.59)
H (-5.84, -2.57, -9.79)
H (-3.65, -0.63, -9.08)
H (-4.99, -1.03, -12.96)
H (-4.97, -2.50, -11.98)
H (-6.20, -1.22, -11.68)

Properties
HOMO level ... -0.32116 hartree
Orbital gap ... 9.05 eV
Structure (SMILES) ... CC(=O)OCCCCCCCC[C@H]1CNC(=O)C1.CNC(C)=O.CNC(C)=O.CNC(C)=O.CNC(C)=O.CNC(C)=O.CNC(C)=O.CNC(C)=O.CNC(C)=O
LUMO ... 0.3143 eV